# 1
DFT (wB97M-V/def2-TZVPD) results for a structure of composition C8H24FGaO11P3 in a non-equilibrium geometry.

Computed properties:
Frontier orbital gap   0.115 Eh
Charge   -1
E_HOMO   -2.7 eV
LUMO energy   0.42 eV
Spin multiplicity   1

Last column: Löwdin charge in e.
Cartesian coordinates (Å):
O 7.63 4.02 3.00  0.07
C 7.31 3.99 1.84  -0.59
F 7.51 2.81 1.18  0.01
C 6.72 5.07 1.04  -0.25
Ga 5.21 4.49 -0.27  0.20
P 3.03 4.29 0.66  0.55
O 2.93 2.71 1.25  -0.44
O 2.91 5.20 2.06  -0.41
H 6.43 5.87 1.71  0.05
H 7.53 5.43 0.39  0.05
H 5.19 5.52 -1.50  -0.14
H 5.58 3.02 -0.83  -0.11
H 3.09 2.16 0.47  0.00
H 2.14 4.86 2.52  0.01
C -1.82 0.21 0.13  -0.09
O -1.00 1.05 0.96  -0.21
P -1.64 2.30 1.74  0.41
O -0.58 3.26 2.03  -0.22
O -2.10 1.44 3.05  -0.26
C -1.12 0.69 3.76  -0.11
O -3.05 3.02 1.63  -0.20
C -4.26 2.27 1.51  -0.09
H -1.20 -0.58 -0.26  0.08
H -2.64 -0.23 0.71  0.08
H -2.23 0.78 -0.70  0.09
H -0.14 1.17 3.71  0.09
H -1.06 -0.33 3.37  0.08
H -1.44 0.64 4.80  0.08
H -4.49 1.78 2.45  0.09
H -4.20 1.52 0.72  0.07
H -5.05 2.97 1.26  0.09
C -3.00 -5.99 -0.93  -0.11
O -3.41 -4.83 -1.67  -0.25
P -2.29 -3.82 -2.32  0.50
O -3.11 -2.60 -2.40  -0.25
O -2.15 -4.68 -3.69  -0.26
C -3.31 -5.16 -4.35  -0.10
O -0.82 -3.17 -2.53  -0.21
C 0.37 -3.96 -2.65  -0.09
H -3.90 -6.53 -0.64  0.09
H -2.38 -6.65 -1.55  0.08
H -2.45 -5.72 -0.03  0.08
H -4.16 -4.49 -4.20  0.09
H -3.57 -6.16 -4.00  0.08
H -3.07 -5.22 -5.41  0.09
H 0.38 -4.48 -3.60  0.08
H 0.46 -4.68 -1.84  0.08
H 1.22 -3.28 -2.59  0.09

=====

# 2
DFT (wB97M-V/def2-TZVPD) results for a cluster of 8 separate species, C14H39BF4NO6 in total in a non-equilibrium geometry.

Computed properties:
Frontier orbital gap   0.351 Eh
Charge   -1
Energy above the lowest of the compared OMol25 structures with the same formula, charge and spin   215.9 kJ/mol
E_HOMO   -6.8 eV
LUMO energy   2.77 eV
Spin multiplicity   1

Last column: Löwdin charge in e.
Cartesian coordinates (Å):
B -0.49 -0.06 -0.27  -1.27
F -1.59 -0.57 0.28  0.21
F -0.82 1.19 -0.83  0.11
F 0.38 0.30 0.84  0.06
F 0.17 -0.89 -1.14  0.18
C 1.67 -1.89 3.14  -0.05
C 2.83 -1.62 2.19  -0.31
N 3.72 -1.48 1.49  0.13
H 2.25 -2.16 4.22  0.16
H 1.18 -0.92 2.93  0.06
H 0.96 -2.41 2.54  0.01
C 2.16 1.01 -5.28  -0.06
C 1.76 1.19 -3.73  -0.20
O 0.37 0.75 -3.38  -0.12
H 3.20 1.54 -5.67  0.12
H 1.52 1.53 -5.69  -0.06
H 2.45 0.08 -5.79  0.07
H 1.58 2.15 -3.33  0.08
H 2.48 0.59 -2.95  0.15
H 0.38 0.18 -2.62  0.01
C 4.28 2.47 -0.27  -0.08
C 3.01 1.79 0.40  -0.28
O 1.82 2.57 0.07  -0.10
H 5.01 1.56 -0.35  0.10
H 4.58 3.25 0.34  0.02
H 4.11 2.70 -1.35  0.07
H 3.27 1.75 1.51  0.12
H 2.79 0.85 0.00  0.06
H 1.11 2.01 0.38  0.01
C -3.31 3.82 -3.56  -0.11
C -2.30 3.13 -2.69  -0.29
O -2.68 1.73 -2.55  -0.09
H -3.66 3.32 -4.35  0.01
H -2.85 4.76 -4.03  0.10
H -4.36 4.06 -3.13  0.10
H -2.01 3.75 -1.89  0.10
H -1.44 3.17 -3.30  0.08
H -2.10 1.07 -2.11  0.06
C -1.90 -3.97 3.50  -0.09
C -2.39 -2.93 2.40  -0.32
O -1.60 -1.78 2.64  -0.13
H -1.97 -3.68 4.55  0.06
H -0.83 -4.30 3.27  0.07
H -2.46 -4.97 3.59  0.07
H -3.42 -2.57 2.67  0.11
H -2.50 -3.29 1.37  0.11
H -1.93 -1.33 1.76  0.09
C -2.84 3.29 3.30  -0.10
C -2.23 2.12 2.46  -0.31
O -2.45 2.61 1.14  -0.08
H -4.03 3.26 3.19  0.10
H -2.41 4.26 3.08  0.06
H -2.66 3.06 4.41  0.07
H -2.47 1.08 2.38  0.08
H -1.12 1.98 2.78  0.13
H -1.81 2.15 0.65  0.01
C 1.41 -5.55 -0.02  -0.07
C 0.83 -4.14 0.50  -0.24
O 0.55 -3.53 -0.74  0.00
H 2.26 -5.28 -0.70  0.06
H 0.56 -6.29 -0.37  0.10
H 2.11 -6.07 0.76  0.07
H 1.46 -3.35 0.97  0.09
H 0.09 -4.31 1.10  0.02
H 0.29 -2.75 -0.73  -0.09

=====

# 3
DFT (wB97M-V/def2-TZVPD) results for the molecule C3H2ClNOS in a non-equilibrium geometry.

Computed properties:
Frontier orbital gap (spin up / spin down)   0.287 / 0.265 Eh
Energy above the lowest of the compared OMol25 structures with the same formula, charge and spin   446.8 kJ/mol
E_HOMO (spin up / spin down)   -9.4 / -8.4 eV
LUMO energy (spin up / spin down)   -1.55 / -1.19 eV
Spin multiplicity   1

Last column: Löwdin charge in e.
Cartesian coordinates (Å):
C -0.61 -0.61 0.65  -0.24
C 0.23 0.31 0.09  -0.25
C -0.67 -1.87 0.97  -0.46
N 0.50 0.23 -1.16  -0.29
O 1.76 2.51 -1.71  -0.54
S 1.35 1.17 -2.14  0.88
Cl -1.88 -2.91 1.50  0.67
H -1.30 -0.06 1.16  0.09
H 0.61 1.23 0.63  0.15

=====

Calculated DFT total energy (Ha), listed in the same order as above: -4195.68443, -1487.29936, -1103.70837